Record 1
92
Properties=species:S:1:pos:R:3:lowdin_charge:R:1 method="wB97M-V/def2-TZVPD" total_energy_ev=-222320.2418 spin_multiplicity=1 homo_ev=-11.01 lumo_ev=-3.172 largest_force_ev_per_a=5.4 gap_ha=0.2881 charge=+1
C 1.2323 -3.3154 4.7615 -0.0596
C 0.1336 -2.3281 4.0615 -0.2957
O -0.1690 -2.8971 2.7929 -0.2579
C -0.7952 -1.9661 1.8365 -0.5938
Br -2.6481 -1.9732 2.6737 0.9334
C -0.6988 -2.8292 0.4658 -0.0850
B -1.6131 -4.1576 0.5535 -0.3889
O -3.0710 -4.2545 0.5124 -0.0001
C -0.9300 -5.6640 0.6104 -0.1450
C -0.1515 -5.9704 1.9797 -0.1146
N -0.6368 -2.0359 -0.8413 -0.0963
C -0.3553 -2.9668 -1.9850 -0.0945
C -1.4156 -3.6299 -2.9219 -0.1227
C -2.9213 -3.9142 -2.5693 -0.2254
O -3.0335 -5.3480 -2.2376 -0.1036
C -1.8503 -1.1803 -0.8691 -0.1342
C -2.6215 -0.6941 -2.1368 -0.7048
O -2.4266 -0.7570 -3.3544 -0.0213
I -4.4804 0.4324 -1.6611 0.8548
C 0.6354 -1.1615 -0.7563 -0.2649
F 1.8413 -1.9738 -0.8957 -0.0823
C 0.7430 -0.0674 -1.9108 -0.0782
C 2.0140 -0.0150 -2.8616 -0.1167
C 2.8278 -1.1610 -3.4961 -0.0388
C 4.0249 -1.0398 -4.4541 -0.0572
C 4.5246 0.3675 -4.8921 -0.0481
C 3.7132 1.5681 -4.3370 -0.0269
C 2.4927 1.4102 -3.3536 -0.1511
C 1.7953 2.7911 -2.9713 -0.1017
C 0.9278 -0.5862 0.7675 -0.4952
S 2.3939 -1.5341 1.5876 0.8671
P 1.9324 1.0693 0.7440 0.6721
N 1.0752 2.3636 0.4685 -0.1575
O 3.3565 0.9122 -0.2073 -0.1875
O 2.5610 1.2746 2.3474 -0.2461
N -0.1661 -0.6607 1.7204 -0.1503
C -0.6988 0.4803 2.4369 -0.2296
C -2.0620 1.1906 1.9463 -0.2833
C -1.9499 2.6283 1.2858 -0.6082
Br -1.1005 4.0224 2.4371 0.6276
H 1.3437 -3.0926 5.8789 0.0917
H 2.2413 -3.0009 4.2878 0.0671
H 1.0564 -4.4136 4.5147 0.0770
H 0.6151 -1.2971 4.0872 0.1155
H -0.7350 -2.2961 4.8265 0.1162
H 0.3674 -3.2883 0.5321 0.1471
H -3.3283 -4.6197 1.3880 0.1094
H -0.1571 -5.6649 -0.2563 0.1164
H -1.6760 -6.4894 0.3644 0.1148
H 0.3479 -7.0059 1.8835 0.0931
H -0.7776 -5.8940 2.9280 0.0896
H 0.7345 -5.2259 2.0321 0.0690
H 0.3098 -3.8269 -1.5725 0.1558
H 0.3943 -2.5357 -2.7659 0.1441
H -0.9844 -4.6545 -3.2624 0.1568
H -1.4600 -3.0558 -3.9312 0.1294
H -3.5737 -3.8031 -3.5215 0.1444
H -3.4283 -3.2653 -1.7810 0.1090
H -3.8980 -5.3890 -1.7572 0.1039
H -1.5300 -0.1665 -0.3915 0.1423
H -2.6878 -1.5263 -0.1425 0.1183
H -0.0433 -0.3695 -2.7169 0.1299
H 0.3774 0.9881 -1.6109 0.1060
H 2.5097 -2.2379 -3.2291 0.0876
H 4.5914 -1.9522 -4.8524 0.0980
H 5.4209 0.5451 -5.5741 0.0973
H 4.0504 2.6146 -4.6846 0.1048
H 1.8524 3.4586 -3.9145 0.0929
H 0.6860 2.7209 -2.7105 0.0736
H 2.4061 3.3613 -2.1706 0.0863
H 2.1238 -2.8756 1.6570 -0.0883
H 1.4979 2.8629 -0.3245 -0.0155
H 3.9803 1.6350 0.0569 0.1056
H 2.3762 2.2176 2.5926 0.0862
H 0.0040 1.3690 2.6741 0.0917
H -0.9350 0.1328 3.5212 0.1165
H -2.7446 1.3309 2.8740 0.1227
H -2.7082 0.5293 1.2477 0.0518
H -3.0317 3.0045 1.1166 0.0720
H -1.5003 2.5871 0.2214 0.0563
O 0.7065 10.7193 1.9133 0.1249
C 0.2412 9.6497 1.6218 -0.4775
O 0.9286 8.4756 1.6887 0.0277
C 0.1152 7.4189 1.1686 -0.1868
C -1.3067 7.9166 1.2846 -0.1771
C -1.1469 9.4099 1.0928 -0.0812
H 0.4071 7.2326 0.1302 0.1278
H 0.2785 6.5099 1.7499 0.0658
H -1.9855 7.4519 0.5671 0.1166
H -1.6894 7.7146 2.2902 0.1190
H -1.1793 9.6910 0.0375 0.1353
H -1.8868 9.9704 1.6637 0.1308

=====

Record 2
14
Properties=species:S:1:pos:R:3:lowdin_charge:R:1 method="wB97M-V/def2-TZVPD" total_energy_ev=-7359.1332 spin_multiplicity=1 homo_ev=-9.25 lumo_ev=0.961 largest_force_ev_per_a=2.2 gap_ha=0.3751 charge=0
C 0.8156 -0.7084 -1.2017 -0.0705
C 0.4377 -0.4542 0.2488 -0.3004
C -0.6793 -1.1873 0.8882 -0.0830
C -0.9401 0.2068 0.5694 -0.1241
C -1.0130 1.4926 0.3235 -0.1563
O 0.1671 2.0587 -0.1600 -0.0587
H -0.0629 -0.6006 -1.8452 0.0853
H 1.5702 -0.0017 -1.5691 0.0750
H 1.2150 -1.7224 -1.3389 0.0732
H 1.2852 -0.1548 0.8745 0.1339
H -1.1579 -1.9415 0.2802 0.1112
H -0.5580 -1.3971 1.9423 0.1100
H -1.8121 2.2279 0.3748 0.1076
H 0.7324 2.1821 0.6131 0.0969

=====

Record 3
56
Properties=species:S:1:pos:R:3:lowdin_charge:R:1 method="wB97M-V/def2-TZVPD" total_energy_ev=-61068.2122 spin_multiplicity=1 homo_ev=-8.06 lumo_ev=-0.453 largest_force_ev_per_a=1.2 gap_ha=0.2794 charge=0
O 3.9610 1.9096 1.3879 0.0838
C 3.9049 1.1335 0.4579 -0.4614
N 4.8628 1.0240 -0.4876 0.0798
C 6.1128 1.7532 -0.4193 -0.1219
C 7.2665 0.8157 -0.1726 -0.2156
C 7.2725 0.0255 0.9713 -0.0365
C 8.3081 -0.8602 1.2048 -0.0803
C 9.3502 -0.9640 0.2977 -0.0930
C 9.3512 -0.1795 -0.8424 -0.0867
C 8.3109 0.7034 -1.0789 -0.0482
C 2.7402 0.2088 0.2568 -0.1085
C 2.9235 -1.1349 -0.0593 -0.0090
C 1.8239 -1.9619 -0.1322 0.0124
C 0.5383 -1.4633 0.0629 -0.0504
C -0.5780 -2.4279 0.0448 -0.3953
O -0.4720 -3.6038 -0.2103 0.1070
N -1.7851 -1.8686 0.3899 0.2104
C -2.0004 -0.5421 0.5757 -0.2367
C -3.2319 -0.0078 0.8315 -0.3568
C -4.4586 -0.7952 0.9449 -0.4992
O -4.4400 -2.0109 0.7677 0.0419
N -5.5661 -0.1057 1.2658 0.0734
C -6.8852 -0.6835 1.2700 -0.1063
C -7.7220 -0.1173 0.1086 -0.3058
C -7.1942 -0.5362 -1.2721 -0.1173
C -7.3560 0.7360 -2.1012 -0.1457
C -7.1262 1.8121 -1.0433 -0.1972
O -7.6978 1.3067 0.1500 -0.1069
S -3.1101 1.7351 0.9146 1.0369
C -1.3881 1.6830 0.5699 -1.0419
S -0.5469 3.0630 0.3241 0.6849
N -0.9676 0.3724 0.4867 -0.0053
C 0.3475 -0.0968 0.3311 -0.0964
C 1.4667 0.7176 0.4644 0.0310
H 4.7601 0.3499 -1.2293 0.1441
H 6.2624 2.3133 -1.3474 0.1241
H 6.0064 2.4573 0.4115 0.1303
H 6.4614 0.1155 1.6796 0.1161
H 8.3052 -1.4684 2.0973 0.1031
H 10.1605 -1.6540 0.4806 0.1007
H 10.1622 -0.2561 -1.5516 0.1017
H 8.3148 1.3141 -1.9707 0.1076
H 3.9154 -1.5380 -0.1997 0.1174
H 1.9218 -3.0184 -0.3310 0.1248
H -2.6402 -2.4377 0.4513 0.1483
H -5.5288 0.9003 1.3430 0.1095
H -6.7795 -1.7649 1.1688 0.1305
H -7.3757 -0.4451 2.2174 0.1288
H -8.7640 -0.4350 0.2483 0.1486
H -7.7466 -1.3807 -1.6761 0.1189
H -6.1415 -0.8126 -1.2003 0.1098
H -6.6498 0.8040 -2.9248 0.1133
H -8.3711 0.8077 -2.4924 0.1149
H -7.6146 2.7615 -1.2688 0.1227
H -6.0494 1.9928 -0.9030 0.1086
H 1.3762 1.7548 0.7375 0.0372

=====

Record 4
60
Properties=species:S:1:pos:R:3:lowdin_spin:R:1 method="wB97M-V/def2-TZVPD" total_energy_ev=-49087.2305 spin_multiplicity=3 homo_ev="-11.52 / -11.63" lumo_ev="-2.150 / -6.060" largest_force_ev_per_a=1.1 gap_ha="0.3442 / 0.2048" charge=+1
Au -0.4798 -0.4732 -0.9688 0.4761
C 2.9021 -0.9819 -1.9033 0.0076
O 1.9796 -0.6494 -0.8941 0.0426
Si 2.2870 -0.6364 0.7553 0.0606
C 3.3799 0.8745 1.1749 0.0020
C 3.3529 -2.1110 1.3033 0.0060
C 0.4431 -0.6563 1.2215 0.5069
Si -0.2747 -2.4107 1.6131 0.0719
C -2.1571 -2.4517 1.8760 0.0006
C 0.5489 -2.8972 3.2750 0.0489
C 0.1256 -3.6906 0.2516 0.0129
Si -0.2695 0.8507 2.1344 0.0611
C 0.5045 0.9430 3.8775 0.0324
C -2.1710 0.8911 2.2312 0.0007
C 0.1451 2.4286 1.1213 0.0104
H 3.9226 -0.8796 -1.5425 0.0015
H 2.7649 -0.3147 -2.7572 0.0001
H 2.7403 -2.0123 -2.2290 0.0000
H 4.4142 0.6642 0.9097 0.0002
H 3.3615 1.0756 2.2397 0.0005
H 3.1022 1.7907 0.6642 0.0001
H 4.2872 -2.1327 0.7491 0.0013
H 2.8735 -3.0710 1.1635 0.0000
H 3.6158 -2.0200 2.3515 0.0000
H -2.4488 -1.9285 2.7778 0.0002
H -2.4922 -3.4798 1.9777 -0.0003
H -2.7065 -2.0188 1.0479 0.0014
H 0.2277 -2.2342 4.0704 0.0000
H 1.6296 -2.8663 3.2284 0.0001
H 0.2496 -3.9063 3.5414 0.0068
H -0.4837 -3.5300 -0.6327 0.0042
H -0.0810 -4.6969 0.6062 0.0009
H 1.1643 -3.6605 -0.0586 0.0000
H 0.2299 0.0802 4.4746 -0.0002
H 0.1549 1.8273 4.4016 0.0044
H 1.5870 0.9866 3.8361 -0.0001
H -2.5594 0.2952 3.0475 0.0001
H -2.6260 0.5347 1.3122 0.0015
H -2.5125 1.9098 2.3843 -0.0001
H 1.0922 2.3632 0.6041 0.0000
H 0.1911 3.2849 1.7846 0.0012
H -0.6374 2.6246 0.3941 -0.0005
C -2.3277 -0.9048 -1.8591 0.2969
H -2.2856 -1.8826 -2.3174 0.0298
H -2.5380 -0.1523 -2.6068 0.0271
H -3.1007 -0.8916 -1.1056 0.0265
N 0.1955 1.4431 -2.4798 0.1834
C -0.8369 2.1381 -3.1169 0.0019
C -1.4398 1.5887 -4.2484 0.0230
C -2.5080 2.2271 -4.8449 -0.0025
C -2.9719 3.4295 -4.3352 0.0287
C -2.3628 3.9933 -3.2222 -0.0021
C -1.3119 3.3450 -2.6020 0.0216
H 0.7549 1.9906 -1.8388 0.0010
H 0.7496 0.8710 -3.1015 -0.0013
H -1.0630 0.6636 -4.6550 0.0012
H -2.9765 1.7824 -5.7073 -0.0007
H -3.8037 3.9265 -4.8060 0.0015
H -2.7071 4.9412 -2.8392 -0.0007
H -0.8460 3.7746 -1.7268 0.0011

=====

Record 5
15
Properties=species:S:1:pos:R:3:lowdin_charge:R:1 method="wB97M-V/def2-TZVPD" total_energy_ev=-10419.0540 spin_multiplicity=1 homo_ev=-10.04 lumo_ev=0.530 largest_force_ev_per_a=1.2 gap_ha=0.3886 charge=0
O -1.5163 -0.8450 -0.2444 0.0520
C -0.6506 -0.0064 -0.1977 -0.2710
C 0.7919 -0.3185 -0.5870 -0.1373
C 1.7614 -0.4321 0.5884 -0.1393
C 1.0672 -0.4980 1.9375 -0.2657
O 0.6850 0.4893 2.5125 0.0582
H -0.9215 1.0218 0.0819 0.1299
H 0.6962 -1.2410 -1.1543 0.1153
H 1.0639 0.4411 -1.3161 0.1154
H 2.4397 0.4251 0.6720 0.1245
H 2.3364 -1.3484 0.4978 0.1083
H 0.9447 -1.4700 2.4609 0.1300
O -3.1864 1.4622 -1.6123 -0.0587
H -2.9482 0.5666 -1.3514 0.0034
H -2.5632 1.7533 -2.2879 0.0350

=====

Record 6
17
Properties=species:S:1:pos:R:3:lowdin_charge:R:1 method="wB97M-V/def2-TZVPD" total_energy_ev=-12388.0423 spin_multiplicity=1 homo_ev=-10.00 lumo_ev=0.303 largest_force_ev_per_a=4.1 gap_ha=0.3785 charge=0
N 1.1484 -0.3512 -1.7097 0.1598
C 0.0789 -0.4263 -1.2239 -0.1478
C -1.2470 -0.9540 -0.8882 -0.2148
C -1.3962 -2.5000 -0.7809 -0.0566
N -1.8412 -2.3198 0.5959 -0.0839
C -2.2703 -3.1862 1.5062 -0.3271
O -2.3447 -4.4026 1.3276 0.0092
C -1.6749 -0.8687 0.6087 -0.0769
H -1.9835 -0.5029 -1.5642 0.1478
H -0.4598 -3.0659 -0.8674 0.1358
H -2.1601 -2.9318 -1.4398 0.1321
H -2.6595 -2.7056 2.4237 0.1419
H -2.6050 -0.3141 0.7808 0.1235
H -0.8938 -0.5233 1.2974 0.1293
O 1.4032 1.6871 0.0171 -0.1649
H 0.5312 2.0622 -0.2029 0.0219
H 1.9077 1.1932 -0.7810 0.0706

=====

Record 7
115
Properties=species:S:1:pos:R:3:lowdin_spin:R:1 method="wB97M-V/def2-TZVPD" total_energy_ev=-95925.2664 spin_multiplicity=6 homo_ev="-11.23 / -11.23" lumo_ev="-5.594 / -8.938" largest_force_ev_per_a=4.7 gap_ha="0.2071 / 0.0842" charge=+2
Ru 20.4114 13.4893 9.3158 3.3984
O 20.6318 17.0953 4.8937 0.2333
C 19.8034 17.7489 5.7776 0.1717
C 19.3551 19.0433 5.4234 0.1180
C 18.3097 19.6072 6.1812 0.0092
C 17.8172 18.9848 7.3269 0.2127
C 18.4630 17.8771 7.7722 0.0135
C 19.4224 17.2285 7.0131 0.1269
C 20.0343 15.9809 7.4788 0.0069
O 19.6815 15.4461 8.6326 0.1013
N 20.9630 15.3741 6.7511 0.0861
N 21.1800 14.1503 7.2583 0.0576
C 22.0393 13.3514 6.7121 0.0345
C 22.3950 12.0852 7.2880 0.0082
C 23.3195 11.2412 6.6711 0.0122
C 23.6837 10.1430 7.5057 -0.0019
C 23.2255 9.9516 8.8024 0.0124
C 22.3348 10.8806 9.2798 0.0096
N 21.9226 11.8952 8.5449 0.0921
H 20.9797 16.2877 5.4125 0.0042
H 19.7578 19.4506 4.4633 0.0022
H 18.0401 20.5752 5.7554 -0.0030
H 17.0228 19.4457 7.8845 0.0095
H 18.1565 17.4746 8.7336 -0.0020
H 22.4029 13.5644 5.6981 0.0015
H 23.7453 11.5053 5.6853 0.0009
H 24.3649 9.3472 7.1502 -0.0003
H 23.5844 9.1170 9.4683 0.0010
H 21.8690 10.8470 10.2450 0.0019
C 9.6545 7.1620 15.2388 0.0000
O 9.6307 7.9958 14.0575 0.0000
C 10.7995 8.3331 13.5133 0.0000
C 11.9452 8.4174 14.2179 0.0000
C 13.0720 8.9713 13.6648 0.0000
C 13.0684 9.4321 12.3436 0.0000
C 11.9262 9.2908 11.5285 0.0000
C 10.7946 8.8116 12.1678 0.0000
C 14.2839 9.9536 11.8020 -0.0001
N 15.3938 10.1387 12.5551 -0.0002
C 16.2708 10.6738 11.6437 0.0001
C 15.7521 10.8835 10.3968 0.0000
N 14.4108 10.3709 10.4916 -0.0002
C 16.3692 11.5405 9.3498 0.0018
C 15.8899 11.5607 8.0507 0.0039
C 16.6283 12.1244 7.0577 0.0014
C 17.9638 12.5922 7.3923 0.0097
N 18.4519 12.4942 8.6104 0.0599
C 17.6964 11.9391 9.6198 0.0071
C 18.2425 11.8670 10.9555 0.0088
N 19.5256 12.3683 11.1800 0.0614
C 19.9395 12.3161 12.4586 0.0139
C 19.2662 11.6439 13.4859 0.0009
C 18.1222 10.9875 13.1778 0.0077
C 17.5335 11.1842 11.9450 0.0013
H 8.6749 7.0512 15.5656 0.0000
H 10.2702 7.5745 16.1388 0.0000
H 10.2242 6.2878 14.9722 0.0000
H 12.0096 8.1639 15.2985 0.0000
H 14.0531 9.0743 14.1374 0.0000
H 11.8364 9.7963 10.5950 0.0000
H 9.8745 8.6551 11.5960 0.0000
H 13.7243 10.3783 9.8175 0.0000
H 14.9822 10.9725 7.8837 0.0002
H 16.3909 12.1840 5.9857 0.0003
H 18.5797 13.1210 6.6997 0.0005
H 20.9336 12.7507 12.6905 0.0009
H 19.6921 11.6049 14.4682 0.0001
H 17.5800 10.4126 13.8951 0.0004
C 22.3957 16.7254 9.6635 0.0070
P 22.2251 15.1314 10.4869 0.0523
C 23.7945 14.3109 10.1437 0.0037
C 24.4303 14.5795 8.9212 0.0025
C 25.5932 13.8900 8.6209 0.0000
C 26.0862 12.9258 9.4888 0.0037
C 25.4118 12.6049 10.6684 -0.0002
C 24.2440 13.2854 10.9728 0.0032
C 22.2130 15.4814 12.3481 0.0128
C 21.0317 15.5896 13.0480 0.0023
C 20.9948 16.0450 14.3234 -0.0001
C 22.1512 16.3149 15.0361 0.0007
C 23.3669 16.1368 14.4162 0.0007
C 23.4053 15.7421 13.0491 0.0037
H 23.4058 17.1062 9.8683 0.0017
H 21.6383 17.4297 9.9684 0.0002
H 22.1614 16.4503 8.5824 0.0000
H 24.0316 15.3413 8.3297 0.0004
H 26.1372 14.1962 7.7218 -0.0001
H 27.0777 12.5086 9.3046 0.0002
H 25.8789 11.8652 11.2710 -0.0001
H 23.7529 13.0725 11.8884 0.0000
H 20.1396 15.2997 12.5899 0.0013
H 20.0787 16.3570 14.7829 0.0000
H 22.1022 16.6731 16.0434 0.0000
H 24.2824 16.2902 14.9145 0.0001
H 24.3483 15.6638 12.5723 0.0002
C 20.5768 22.4008 10.0548 0.0002
N 20.5154 21.8731 11.3943 0.0012
C 19.2057 21.7391 11.9911 0.0001
C 21.5648 21.0205 11.7754 0.0002
S 21.3115 19.4460 12.4014 0.0035
N 22.7901 21.5603 11.7518 -0.0002
C 23.9974 20.7667 11.8878 0.0000
C 23.0881 23.0489 11.8783 0.0000
H 20.1302 21.7097 9.2973 0.0001
H 21.6682 22.4517 9.8552 0.0000
H 20.1228 23.3477 9.8773 0.0000
H 18.6733 22.7089 11.8340 0.0000
H 19.3125 21.5662 13.0553 0.0000
H 18.6756 20.9007 11.4765 0.0000
H 23.7314 19.8190 11.4492 0.0000
H 24.1085 20.6544 12.9435 0.0000
H 24.8160 21.2391 11.4090 0.0000
H 22.1210 23.5037 11.9737 0.0000
H 23.6265 23.5177 11.0788 0.0000
H 23.6555 23.1787 12.8248 0.0000

=====

Record 8
2
Properties=species:S:1:pos:R:3:lowdin_charge:R:1 method="wB97M-V/def2-TZVPD" total_energy_ev=-75477.5738 spin_multiplicity=1 homo_ev=-14.24 lumo_ev=-8.939 largest_force_ev_per_a=2.3 gap_ha=0.1949 charge=+1
Mg -0.9715 -1.3300 0.3824 1.1673
Br 0.9715 1.3300 -0.3824 -0.1673